[1]
56
Properties=species:S:1:pos:R:3 method="wB97M-V/def2-TZVPD" multiplicity=1 homo_energy_ev=-8.1 gap_ev=8.2762 e_tot_ha=-1303.42588 charge=0
C 1.669 -0.217 1.221
C 1.720 -0.269 2.497
C 0.406 -0.023 -0.858
C 0.446 0.068 0.470
C -0.706 0.353 -3.033
C -0.706 0.368 -1.668
H 2.558 -0.416 0.547
H 2.654 -0.620 3.005
H 1.046 0.071 3.181
H 1.254 -0.399 -1.385
H -0.555 0.289 0.993
H 0.024 -0.169 -3.495
H -1.491 0.731 -3.598
H -1.739 0.645 -1.129
H -2.879 -0.824 0.447
H -3.332 -1.790 -0.754
O -2.717 -1.641 -0.008
H -0.358 -3.209 -2.012
H 1.042 -2.705 -2.235
O 0.479 -3.091 -1.557
H 0.886 -4.005 1.850
H 1.295 -2.529 1.594
O 0.635 -3.113 2.120
H -4.866 0.661 -0.245
H -3.506 1.651 -0.328
O -3.917 0.808 0.189
H 1.937 2.725 -0.990
H 2.373 2.368 0.368
O 2.372 1.953 -0.523
H -3.015 1.030 1.709
H -2.020 0.184 2.725
O -2.349 1.103 2.352
H -0.552 -3.618 0.708
H -2.078 -3.435 0.660
O -1.320 -3.930 0.365
H 2.276 1.807 -3.304
H 1.683 0.427 -3.511
O 1.912 1.231 -3.953
H -1.267 2.487 1.986
H -0.703 3.582 2.683
O -0.946 3.464 1.761
H 0.479 3.653 0.387
H 0.978 5.048 0.049
O 0.763 4.228 -0.276
H -2.751 3.592 -0.415
H -1.831 2.839 -1.455
O -2.771 2.909 -1.127
H 2.954 0.538 -1.611
H 4.409 0.296 -1.966
O 3.659 -0.219 -1.672
H -0.616 -1.574 2.520
H -0.540 -1.180 4.071
O -0.937 -0.995 3.262
H 2.196 -3.309 -0.158
H 3.569 -2.861 -0.688
O 3.077 -3.166 0.069



[2]
59
Properties=species:S:1:pos:R:3 method="wB97M-V/def2-TZVPD" multiplicity=1 homo_energy_ev=-2.7 gap_ev=5.3031 e_tot_ha=-1374.75920 charge=-1
C 2.934 -2.987 3.215
C 1.910 -1.998 2.645
C 1.508 -2.284 1.184
C 0.023 -2.540 0.935
P -0.762 -4.147 1.721
B -2.012 -3.109 2.871
O -3.310 -2.850 2.496
O -1.653 -2.559 4.095
H 2.406 -3.835 3.651
H 3.593 -2.536 3.959
H 3.567 -3.395 2.424
H 1.004 -2.096 3.247
H 2.267 -0.974 2.764
H 2.079 -3.126 0.779
H 1.818 -1.415 0.585
H -0.103 -2.686 -0.145
H -0.582 -1.655 1.191
H -1.753 -4.180 0.611
H 0.215 -4.933 0.907
H 0.235 -4.158 2.859
H -1.329 -5.435 2.248
H -3.757 -2.385 3.215
H -0.916 -3.061 4.459
C 2.590 3.588 1.550
C 2.238 2.853 0.428
C 1.408 1.747 0.550
C 0.922 1.374 1.794
C 1.274 2.110 2.918
C 2.108 3.213 2.798
H 3.237 4.451 1.455
H 2.609 3.139 -0.549
H 1.138 1.171 -0.326
H 0.278 0.510 1.886
H 0.897 1.818 3.890
H 2.383 3.782 3.677
C 0.218 -0.358 -3.504
C -0.656 -0.510 -2.438
C -1.909 -1.070 -2.642
C -2.288 -1.473 -3.915
C -1.415 -1.317 -4.983
C -0.161 -0.759 -4.778
H 1.200 0.071 -3.342
H -0.363 -0.207 -1.441
H -2.585 -1.196 -1.806
H -3.263 -1.916 -4.072
H -1.710 -1.636 -5.975
H 0.522 -0.639 -5.610
C -0.931 5.395 -1.874
C 0.012 4.425 -2.181
C -0.393 3.168 -2.603
C -1.743 2.874 -2.709
C -2.689 3.846 -2.414
C -2.283 5.108 -2.000
H -0.614 6.371 -1.529
H 1.067 4.645 -2.077
H 0.342 2.406 -2.829
H -2.057 1.883 -3.012
H -3.743 3.615 -2.494
H -3.021 5.862 -1.758



[3]
13
Properties=species:S:1:pos:R:3 method="wB97M-V/def2-TZVPD" multiplicity=1 homo_energy_ev=-6.2 gap_ev=5.1253 e_tot_ha=-336.97818 charge=0
O 1.550 -0.099 0.227
C 0.912 -1.024 -0.607
C -0.571 -0.755 -0.859
O -1.432 -1.361 0.134
C -2.402 -0.525 0.625
C -2.359 0.757 0.170
Sr 0.435 1.470 0.776
H 1.007 -2.046 -0.185
H 1.404 -1.039 -1.602
H -0.834 -1.150 -1.850
H -3.343 -1.082 0.705
H -3.171 1.376 0.563
H -1.678 0.198 -1.200